{
  "formula": "C56H153N19O19",
  "method": "ωB97M-V with the def2-TZVPD basis set",
  "elements": ["C", "C", "C", "O", "C", "N", "H", "H", "H", "H", "H", "H", "H", "H", "H", "H", "H", "C", "C", "C", "O", "C", "N", "H", "H", "H", "H", "H", "H", "H", "H", "H", "H", "H", "C", "C", "C", "O", "C", "N", "H", "H", "H", "H", "H", "H", "H", "H", "H", "H", "H", "C", "C", "C", "O", "C", "N", "H", "H", "H", "H", "H", "H", "H", "H", "H", "H", "H", "C", "C", "C", "O", "C", "N", "H", "H", "H", "H", "H", "H", "H", "H", "H", "H", "H", "C", "C", "C", "O", "C", "N", "H", "H", "H", "H", "H", "H", "H", "H", "H", "H", "H", "C", "C", "C", "O", "C", "N", "H", "H", "H", "H", "H", "H", "H", "H", "H", "H", "H", "C", "O", "C", "C", "N", "C", "C", "O", "C", "H", "H", "H", "H", "H", "H", "H", "H", "H", "H", "H", "H", "H", "H", "H", "C", "O", "C", "C", "N", "C", "C", "O", "C", "H", "H", "H", "H", "H", "H", "H", "H", "H", "H", "H", "H", "H", "H", "H", "C", "O", "C", "C", "N", "C", "C", "O", "C", "H", "H", "H", "H", "H", "H", "H", "H", "H", "H", "H", "H", "H", "H", "H", "C", "O", "C", "C", "N", "C", "C", "O", "C", "H", "H", "H", "H", "H", "H", "H", "H", "H", "H", "H", "H", "H", "H", "H", "C", "O", "N", "N", "H", "H", "H", "H", "C", "O", "N", "N", "H", "H", "H", "H", "C", "O", "N", "N", "H", "H", "H", "H", "C", "O", "N", "N", "H", "H", "H", "H"],
  "positions_angstrom": [[24.24, -30.74, -12.11], [24.77, -30.12, -10.82], [26.26, -30.00, -10.72], [26.83, -31.30, -10.72], [28.25, -31.29, -10.54], [24.26, -28.73, -10.70], [24.49, -30.16, -12.99], [23.18, -30.96, -12.04], [24.77, -31.70, -12.26], [24.35, -30.61, -9.94], [26.56, -29.45, -9.82], [26.63, -29.51, -11.64], [28.63, -32.18, -11.04], [28.42, -31.30, -9.46], [28.73, -30.43, -11.02], [24.54, -28.09, -11.44], [23.26, -28.64, -10.64], [33.03, -39.12, 2.52], [33.56, -37.73, 2.22], [32.44, -36.71, 2.19], [31.50, -37.02, 1.18], [31.83, -36.53, -0.13], [34.47, -37.35, 3.31], [32.25, -39.41, 1.81], [32.62, -39.27, 3.53], [33.82, -39.87, 2.45], [34.07, -37.82, 1.26], [32.82, -35.71, 1.96], [31.90, -36.71, 3.13], [31.04, -36.80, -0.84], [32.75, -37.07, -0.40], [31.82, -35.44, -0.24], [35.18, -38.05, 3.46], [34.93, -36.46, 3.13], [27.54, -37.52, -3.52], [28.47, -36.51, -4.16], [27.75, -35.45, -4.92], [28.61, -34.48, -5.50], [27.95, -33.39, -6.11], [29.43, -35.96, -3.17], [26.68, -37.74, -4.16], [27.20, -37.11, -2.57], [28.04, -38.47, -3.34], [29.17, -37.03, -4.84], [26.93, -34.98, -4.34], [27.23, -36.00, -5.72], [27.13, -33.10, -5.44], [27.68, -33.61, -7.14], [28.65, -32.56, -6.16], [30.12, -36.64, -2.85], [30.00, -35.23, -3.60], [30.49, -32.61, -2.88], [31.34, -32.65, -4.13], [32.69, -32.01, -3.90], [33.56, -32.07, -5.00], [33.35, -31.22, -6.11], [31.51, -34.06, -4.64], [30.07, -31.66, -2.56], [31.02, -33.08, -2.05], [29.59, -33.22, -3.00], [30.80, -32.09, -4.92], [33.24, -32.60, -3.15], [32.64, -31.02, -3.44], [34.25, -31.22, -6.72], [33.15, -30.19, -5.77], [32.50, -31.54, -6.73], [30.64, -34.25, -5.14], [32.26, -33.93, -5.33], [33.14, -26.68, -7.40], [33.91, -27.95, -7.76], [33.21, -28.75, -8.84], [31.95, -29.20, -8.43], [31.52, -30.33, -9.08], [35.26, -27.60, -8.22], [32.10, -26.99, -7.21], [33.11, -25.99, -8.24], [33.50, -26.26, -6.47], [34.05, -28.53, -6.85], [33.87, -29.61, -9.07], [33.19, -28.20, -9.80], [30.55, -30.67, -8.74], [32.25, -31.15, -9.03], [31.49, -30.12, -10.16], [35.24, -27.45, -9.23], [35.80, -28.47, -8.15], [30.51, -42.20, -5.84], [31.10, -40.81, -5.93], [31.12, -40.25, -7.37], [31.43, -38.89, -7.43], [32.85, -38.69, -7.26], [30.33, -39.88, -5.06], [30.31, -42.42, -4.79], [31.22, -42.97, -6.16], [29.61, -42.30, -6.44], [32.14, -40.83, -5.55], [30.13, -40.45, -7.79], [31.78, -40.93, -7.92], [33.20, -39.25, -6.40], [33.01, -37.62, -7.12], [33.38, -38.91, -8.20], [30.69, -38.93, -5.07], [30.46, -40.21, -4.07], [23.58, -42.45, -2.56], [24.77, -41.56, -2.77], [24.70, -40.30, -1.92], [23.41, -39.76, -2.11], [23.18, -38.62, -1.35], [25.99, -42.41, -2.46], [23.60, -43.39, -3.13], [22.63, -41.93, -2.73], [23.48, -42.77, -1.52], [24.87, -41.20, -3.80], [25.42, -39.56, -2.29], [24.90, -40.57, -0.87], [23.23, -38.79, -0.28], [22.17, -38.27, -1.61], [23.81, -37.78, -1.68], [26.11, -42.95, -3.32], [26.83, -41.83, -2.42], [35.36, -41.62, -2.30], [34.06, -41.06, -2.13], [33.07, -41.99, -2.36], [31.73, -41.54, -1.79], [31.25, -40.29, -2.30], [30.17, -39.62, -1.63], [28.91, -40.45, -1.62], [27.85, -39.90, -0.87], [27.90, -40.16, 0.55], [36.08, -40.82, -2.16], [35.42, -42.09, -3.29], [35.65, -42.41, -1.59], [33.25, -42.98, -1.91], [32.94, -42.21, -3.43], [31.77, -41.57, -0.69], [31.04, -42.33, -2.10], [31.93, -39.60, -2.58], [29.96, -38.67, -2.10], [30.34, -39.38, -0.56], [29.07, -41.48, -1.26], [28.46, -40.58, -2.61], [27.45, -41.15, 0.72], [27.25, -39.45, 1.05], [28.92, -40.18, 0.95], [24.23, -27.77, 0.51], [24.82, -28.33, -0.66], [24.57, -29.73, -0.82], [24.79, -29.85, -2.32], [23.80, -29.04, -3.02], [24.03, -29.09, -4.45], [23.21, -30.20, -5.11], [23.53, -31.48, -4.63], [24.78, -31.92, -5.01], [24.19, -28.51, 1.30], [23.28, -27.31, 0.20], [24.82, -26.92, 0.87], [23.49, -29.83, -0.65], [25.15, -30.44, -0.23], [24.68, -30.90, -2.59], [25.85, -29.65, -2.55], [24.07, -28.14, -2.61], [25.10, -29.30, -4.58], [23.89, -28.16, -5.01], [23.39, -30.13, -6.19], [22.18, -29.96, -4.86], [25.61, -31.31, -4.66], [24.76, -32.18, -6.09], [24.95, -32.94, -4.64], [25.01, -44.15, -10.21], [25.69, -43.03, -10.67], [26.46, -42.46, -9.66], [27.11, -41.18, -10.16], [26.24, -40.03, -10.02], [26.74, -38.84, -10.72], [25.77, -37.71, -10.50], [26.14, -37.12, -9.26], [25.44, -35.99, -8.79], [24.15, -43.87, -9.59], [25.65, -44.83, -9.63], [24.61, -44.66, -11.08], [27.20, -43.19, -9.30], [25.83, -42.17, -8.80], [27.35, -41.40, -11.21], [28.09, -41.05, -9.65], [26.02, -39.84, -9.04], [26.75, -39.10, -11.78], [27.78, -38.56, -10.46], [24.76, -38.10, -10.38], [25.82, -36.93, -11.27], [25.43, -36.02, -7.70], [24.41, -35.99, -9.17], [25.92, -35.07, -9.12], [24.88, -33.46, -1.36], [25.91, -33.18, -0.44], [27.04, -32.56, -1.03], [28.17, -32.68, 0.01], [28.29, -33.91, 0.78], [28.60, -35.07, -0.03], [28.19, -36.37, 0.63], [26.84, -36.33, 1.05], [25.97, -36.52, -0.01], [25.29, -34.07, -2.18], [24.34, -32.61, -1.76], [24.13, -34.10, -0.89], [26.91, -31.49, -1.25], [27.35, -33.10, -1.94], [27.94, -31.94, 0.78], [29.13, -32.42, -0.44], [27.35, -34.07, 1.15], [29.65, -35.15, -0.34], [28.07, -35.01, -1.00], [28.81, -36.57, 1.50], [28.34, -37.19, -0.08], [26.21, -35.83, -0.83], [24.99, -36.35, 0.42], [25.99, -37.50, -0.52], [22.92, -37.65, -5.44], [21.98, -37.04, -4.97], [23.40, -37.44, -6.75], [23.67, -38.55, -4.71], [23.00, -36.60, -7.13], [24.26, -37.82, -7.09], [24.33, -39.15, -5.17], [23.51, -38.70, -3.72], [26.75, -39.58, -6.45], [25.55, -39.72, -6.62], [27.47, -38.65, -7.21], [27.49, -40.50, -5.66], [28.46, -38.74, -7.28], [26.98, -38.13, -7.94], [27.16, -41.45, -5.73], [28.49, -40.35, -5.39], [30.17, -35.89, -8.48], [29.74, -34.85, -8.95], [30.69, -36.89, -9.29], [30.20, -36.17, -7.14], [31.00, -37.80, -8.92], [30.53, -36.77, -10.26], [29.83, -35.48, -6.48], [30.44, -37.08, -6.80], [33.30, -37.34, -3.44], [32.10, -37.68, -3.25], [33.69, -36.17, -4.08], [34.33, -38.22, -3.10], [33.03, -35.41, -4.28], [34.61, -36.21, -4.44], [34.11, -39.19, -2.94], [35.29, -38.04, -3.32]],
  "homo_lumo_gap_ev": 8.048,
  "e_tot_ha": -4695.2037,
  "lumo_ev": -0.1
}